The following is a DFT calculation (ωB97M-V with the def2-TZVPD basis set) of CNa8O3 as an isolated structure.

Geometry as ORCA input:
```
! wB97M-V def2-TZVPD RIJCOSX def2/J DEFGRID3
* xyz 6 1
Na -3.06554 3.01562 12.98117
Na -2.16704 1.31195 10.74504
Na -8.92575 3.99583 11.59792
Na -7.67290 2.12041 14.89175
Na -5.76168 0.48692 12.28793
Na -5.99224 6.30383 13.50893
Na -4.65283 1.55884 8.04563
Na -3.11755 4.61025 9.56054
O -4.73032 2.62387 10.99240
O -6.60978 2.74192 12.23176
O -4.96137 4.29810 12.40004
C -5.56464 3.35213 11.76103
*
```

## Properties
Frontier orbital gap in eV: 8.4
HOMO energy in eV: -29.416

Here are the natural (NBO) charges for atoms 1 to 4, given in e:
1. Na 0.99
2. Na 1.00
3. Na 1.00
4. Na 1.00

***

The following is a DFT calculation (ωB97M-V with the def2-TZVPD basis set) of C7H12CuN3 as an isolated structure.

Geometry as ORCA input:
```
! wB97M-V def2-TZVPD RIJCOSX def2/J DEFGRID3
* xyz -1 2
Cu 0.31648 0.59371 -0.51498
N 1.02516 -1.38072 -0.68590
N -0.08897 0.06359 1.59136
N 3.06514 -0.07996 5.20263
C -1.30535 -0.16136 2.11881
C -1.37494 1.01329 -1.80665
C -1.49378 -0.37160 3.49158
C 2.06932 -0.11922 4.58797
C 0.87380 -0.15575 3.77673
C -0.39304 -0.35934 4.33766
C 0.99378 0.03448 2.39846
H -1.26869 2.02717 -2.18945
H -1.46103 1.01694 -0.70923
H 1.99778 -1.44022 -0.37961
H 0.95916 -1.83014 -1.59280
H -2.27886 0.55277 -2.20491
H -2.18120 -0.16815 1.46789
H -2.50182 -0.51897 3.87497
H 0.43254 -1.88738 -0.01859
H 1.99491 0.18545 1.97808
H -0.51009 0.40415 -2.13851
H 1.74181 0.82364 0.01694
H -0.48869 -0.49138 5.41566
*
```

## Properties
Frontier orbital gap (spin up / spin down) in eV: 4.0 / 6.2
<S²>: 0.7673
HOMO energy (spin up / spin down) in eV: -0.763 / -2.953

Here are the natural (NBO) charges for atoms 1 to 4, given in e:
1. Cu 0.64
2. N -1.14
3. N -0.65
4. N -0.47

***

The following is a DFT calculation (ωB97M-V with the def2-TZVPD basis set) of a 2-piece molecular cluster, C2H7NO overall.

Geometry as ORCA input:
```
! wB97M-V def2-TZVPD RIJCOSX def2/J DEFGRID3
* xyz 0 1
O -1.65266 -1.66325 -1.34503
N 0.44191 0.85598 -0.79672
C 0.79719 0.15234 1.48889
C 0.02183 0.65850 0.54587
H 1.81612 -0.18953 1.38353
H 1.45217 0.89720 -0.85849
H -0.97754 -2.14256 -0.86858
H -1.05609 0.71213 0.63520
H 0.37782 -0.22753 2.41318
H 0.10627 1.70872 -1.21820
H -1.32701 -0.76200 -1.37965
*
```

## Properties
Frontier orbital gap in eV: 10.0
HOMO energy in eV: -9.047
Structure (SMILES): C=CN.O

Here are the natural (NBO) charges for atoms 1 to 4, given in e:
1. O -0.94
2. N -0.83
3. C -0.50
4. C -0.01

***

The following is a DFT calculation (ωB97M-V with the def2-TZVPD basis set) of an isolated molecule of C8H8BrNO2.

Geometry as ORCA input:
```
! wB97M-V def2-TZVPD RIJCOSX def2/J DEFGRID3
* xyz 0 1
Br -5.39223 0.10686 0.40742
O -0.54446 -1.95596 0.47733
O -3.24205 -0.15051 -1.15216
N 0.04125 0.23305 0.22283
C 2.62860 -0.37788 0.75123
C -1.29329 0.57092 -0.11243
C 0.36376 -1.13331 0.51295
C 0.98639 1.16767 0.40608
C 2.27685 0.94877 0.76279
C -1.85922 -0.29135 -1.23903
C -3.69236 -0.47298 0.10189
C 1.73505 -1.38513 0.73622
H 2.88302 1.79880 0.90581
H -1.55432 -1.28629 -1.28778
H -1.41176 0.22496 -2.15318
H 2.09332 -2.40223 0.90660
H 0.64578 2.16013 0.35287
H -1.42922 1.55500 -0.39377
H 3.67851 -0.66814 0.79140
H -2.75579 -0.50611 0.76492
*
```

## Properties
Frontier orbital gap (spin up / spin down) in eV: 8.5 / 6.4
HOMO energy (spin up / spin down) in eV: -8.136 / -7.334

Here are the natural (NBO) charges for atoms 1 to 4, given in e:
1. Br 0.11
2. O -0.63
3. O -0.51
4. N -0.41

***

The following is a DFT calculation (ωB97M-V with the def2-TZVPD basis set) of a 2-piece molecular cluster, C7H14O overall.

Geometry as ORCA input:
```
! wB97M-V def2-TZVPD RIJCOSX def2/J DEFGRID3
* xyz 0 1
O 0.10700 -3.31316 -0.33084
C 1.49419 1.94046 1.16859
C -2.73481 -1.02812 0.76421
C 0.73274 1.14782 -1.81397
C -1.41453 -0.98276 0.67287
C -0.92222 -0.22485 -0.47524
C 0.26204 0.39315 -0.56754
C 1.23808 0.53895 0.48805
H 2.31765 0.27798 0.26261
H -1.63156 -0.20044 -1.27464
H 2.52577 1.85634 1.57196
H 0.77860 2.26422 -1.60551
H -3.35970 -0.55177 0.07628
H 0.41776 -2.64811 0.21682
H 0.83663 2.05849 2.03359
H -0.67894 -1.35864 1.36892
H 1.43901 2.60371 0.27515
H 0.84361 -0.17686 1.24742
H 1.75876 0.87252 -2.21990
H -0.08251 1.15464 -2.58079
H -3.27040 -1.65668 1.52410
H -0.65716 -2.96688 -0.80213
*
```

## Properties
Frontier orbital gap in eV: 9.5
HOMO energy in eV: -8.642
Structure (SMILES): C=C/C=C(/C)CC.O

Here are the natural (NBO) charges for atoms 1 to 4, given in e:
1. O -0.93
2. C -0.60
3. C -0.36
4. C -0.65

***

The following is a DFT calculation (ωB97M-V with the def2-TZVPD basis set) of C3H8N2O as an isolated structure.

Geometry as ORCA input:
```
! wB97M-V def2-TZVPD RIJCOSX def2/J DEFGRID3
* xyz 0 1
O -1.78053 -1.16170 -0.02362
N -0.24956 0.28422 -0.00816
N -0.54342 -1.01406 0.09935
C 2.27010 -0.51350 -0.11099
C 1.21686 0.66705 0.13292
C -1.22533 1.40288 -0.08740
H -0.51225 2.42176 -0.66516
H 1.52280 1.48129 -0.53926
H 2.05159 -0.90943 -1.10757
H 3.38307 -0.21363 0.02675
H -2.04811 0.88835 -0.74152
H 2.04339 -1.33113 0.58840
H 1.29348 0.98345 1.23488
H -1.50860 1.74322 1.14691
*
```

## Properties
Frontier orbital gap in eV: 10.0
HOMO energy in eV: -9.313

Here are the natural (NBO) charges for atoms 1 to 4, given in e:
1. O -0.45
2. N -0.25
3. N 0.24
4. C -0.63

***

What did we get for energy relative to the best compared isomer or geometry (same formula, charge and spin)? Answer: 6.053, 0.900, 0.881, 4.001, 2.437, 5.375 eV, in the order shown.
What did we get for F_max? Answer: 5.19, 2.77, 1.31, 3.43, 3.86, 4.70 eV/A, in the order shown.